(1)
Formula: C48H36OOsPSi
Source: the OMol25 dataset
Level of theory: ωB97M-V with the def2-TZVPD basis set

Geometry as XYZ:
```
88
Properties=species:S:1:pos:R:3:lowdin_charge:R:1
Os 0.14 0.07 0.78 1.26
C 5.23 2.00 -2.27 -0.06
C 5.26 0.61 -2.26 -0.06
C 4.36 -0.10 -1.47 -0.07
C 3.44 0.59 -0.69 -0.33
C 3.40 1.98 -0.70 -0.07
C 4.30 2.68 -1.49 -0.06
P 2.35 -0.32 0.40 0.96
C 2.18 -2.01 -0.22 -0.35
C 2.45 -3.12 0.57 -0.06
C 2.17 -4.39 0.10 -0.06
C 1.62 -4.56 -1.16 -0.05
C 1.36 -3.46 -1.97 -0.06
C 1.64 -2.18 -1.50 -0.10
C 3.03 -0.43 2.06 -0.30
C 4.35 -0.56 2.39 -0.04
C 4.70 -0.75 3.74 -0.05
C 3.73 -0.82 4.71 0.00
C 2.36 -0.66 4.39 -0.15
C 1.33 -0.67 5.36 0.00
C 0.03 -0.44 5.01 -0.05
C -0.32 -0.18 3.67 -0.06
C 0.64 -0.20 2.67 -0.28
C 2.01 -0.45 3.04 -0.19
H 5.93 2.55 -2.88 0.11
H 5.98 0.08 -2.87 0.11
H 4.38 -1.18 -1.47 0.11
H 2.68 2.51 -0.10 0.08
H 4.28 3.76 -1.50 0.11
H 2.87 -2.99 1.57 0.11
H 2.38 -5.25 0.72 0.11
H 1.40 -5.55 -1.52 0.11
H 0.94 -3.59 -2.95 0.11
H 1.43 -1.33 -2.13 0.10
H 5.12 -0.52 1.63 0.12
H 5.74 -0.85 4.01 0.11
H 4.01 -0.98 5.74 0.12
H 1.59 -0.84 6.40 0.12
H -0.74 -0.43 5.76 0.11
H -1.35 0.03 3.42 0.11
O -1.12 -1.16 0.22 -0.43
Si -2.51 -1.22 -0.72 0.56
C -2.88 -3.01 -1.04 -0.23
C -2.66 -3.60 -2.28 -0.09
C -2.91 -4.95 -2.48 -0.08
C -3.37 -5.73 -1.44 -0.08
C -3.59 -5.17 -0.19 -0.07
C -3.35 -3.82 0.01 -0.10
C -3.83 -0.36 0.26 -0.23
C -3.55 0.89 0.83 -0.10
C -4.51 1.58 1.54 -0.08
C -5.79 1.05 1.68 -0.07
C -6.09 -0.18 1.11 -0.07
C -5.12 -0.87 0.40 -0.09
C -2.10 -0.30 -2.30 -0.22
C -3.03 -0.24 -3.33 -0.09
C -2.79 0.50 -4.48 -0.07
C -1.61 1.21 -4.61 -0.07
C -0.66 1.17 -3.60 -0.07
C -0.92 0.42 -2.46 -0.11
H -2.29 -3.00 -3.10 0.10
H -2.74 -5.39 -3.46 0.11
H -3.57 -6.79 -1.60 0.11
H -3.95 -5.78 0.63 0.11
H -3.52 -3.39 0.99 0.11
H -2.57 1.34 0.71 0.07
H -4.28 2.55 1.97 0.11
H -6.54 1.59 2.24 0.11
H -7.08 -0.59 1.22 0.11
H -5.37 -1.83 -0.04 0.10
H -3.97 -0.78 -3.25 0.11
H -3.53 0.52 -5.27 0.11
H -1.42 1.79 -5.51 0.11
H 0.27 1.71 -3.69 0.10
H -0.13 0.39 -1.71 0.04
C 0.24 1.97 0.67 -0.23
C 0.27 3.19 0.54 -0.06
C 0.32 4.60 0.40 -0.25
C 0.60 5.16 -0.85 -0.03
C 0.64 6.54 -0.99 -0.07
C 0.43 7.36 0.11 -0.06
C 0.16 6.80 1.36 -0.06
C 0.10 5.43 1.50 -0.02
H 0.77 4.52 -1.70 0.11
H 0.85 6.98 -1.96 0.11
H 0.47 8.43 0.00 0.11
H 0.00 7.44 2.21 0.11
H -0.13 4.99 2.47 0.12
```

2S+1: 1
Charge: +1
DFT total energy: -2647.2965 a.u.
Kohn-Sham gap (alpha / beta): 0.2154 / 0.2170 Ha
Molecular weight: 878.1 g mol⁻¹

(2)
Formula: C48H37FeN4O11P2S
Source: the OMol25 dataset
Level of theory: ωB97M-V with the def2-TZVPD basis set

Geometry as XYZ:
```
104
Properties=species:S:1:pos:R:3:lowdin_spin:R:1
Fe 13.94 14.30 12.00 3.72
C 10.04 17.78 16.58 0.00
C 11.30 17.00 16.80 0.00
C 11.21 15.74 17.35 0.00
C 12.21 14.78 17.23 0.00
C 13.24 15.18 16.37 0.00
C 13.62 16.53 16.21 0.00
C 12.59 17.41 16.40 0.00
S 13.73 13.82 15.38 0.00
O 12.46 13.32 14.86 0.00
O 14.56 12.92 16.14 0.00
N 14.62 14.41 14.09 0.02
C 15.87 14.88 14.32 0.00
C 16.49 15.18 15.53 0.01
C 17.70 15.92 15.51 0.00
C 18.25 16.34 14.33 0.00
C 17.73 15.97 13.06 0.00
C 18.48 16.10 11.84 0.01
C 17.94 15.49 10.69 0.00
C 16.78 14.73 10.75 0.01
N 16.08 14.59 11.93 0.02
C 16.56 15.15 13.09 0.00
H 10.22 18.56 15.79 0.00
H 9.63 18.19 17.55 0.00
H 9.19 17.22 16.10 0.00
H 10.40 15.49 17.98 0.00
H 12.22 13.79 17.70 0.00
H 14.60 16.88 15.93 0.00
H 12.74 18.50 16.22 0.00
H 15.95 14.85 16.43 0.00
H 18.31 16.02 16.46 0.00
H 19.18 16.88 14.40 0.00
H 19.44 16.60 11.88 0.00
H 18.52 15.61 9.76 0.00
H 16.41 14.11 9.94 0.00
O 13.61 15.04 7.83 0.00
C 13.74 15.32 9.06 0.00
O 13.88 14.39 9.96 0.04
C 13.46 16.76 9.51 0.00
C 13.44 17.59 8.42 0.00
C 13.53 18.96 8.69 0.00
C 13.56 19.47 9.99 0.00
C 13.53 18.57 11.07 0.00
C 13.56 17.15 10.89 0.00
O 13.80 16.39 11.91 0.04
N 13.32 19.14 12.34 0.00
O 13.30 20.42 12.33 0.00
O 13.28 18.45 13.35 0.00
N 13.78 19.98 7.64 0.00
O 13.76 19.57 6.50 0.00
O 14.18 21.09 7.97 0.00
H 13.24 17.26 7.39 0.00
H 13.77 20.52 10.20 0.00
O 11.70 14.19 12.05 0.02
P 10.65 13.32 11.30 0.01
C 11.47 11.90 10.50 0.00
P 12.98 11.26 11.36 0.01
O 13.92 12.38 11.76 0.04
C 12.80 10.33 12.86 0.00
C 11.56 9.92 13.35 0.00
C 11.43 9.42 14.62 0.00
C 12.53 9.52 15.51 0.00
C 13.74 10.05 15.09 0.00
C 13.92 10.39 13.74 0.00
C 13.83 10.25 10.17 0.00
C 14.10 8.89 10.46 0.00
C 14.72 8.09 9.50 0.00
C 15.38 8.66 8.41 0.00
C 14.98 9.95 8.03 0.00
C 14.39 10.76 8.99 0.00
C 9.63 14.17 10.06 0.00
C 10.27 14.55 8.88 0.00
C 9.47 14.68 7.68 0.00
C 8.10 14.74 7.73 0.00
C 7.52 14.53 9.01 0.00
C 8.22 14.37 10.15 0.00
C 9.35 12.44 12.22 0.00
C 8.24 11.90 11.48 0.00
C 7.18 11.41 12.20 0.00
C 7.09 11.61 13.56 0.00
C 8.13 12.18 14.32 0.00
C 9.28 12.55 13.59 0.00
H 11.85 12.28 9.51 0.00
H 10.75 11.08 10.29 0.00
H 10.72 9.80 12.64 0.00
H 10.43 9.07 14.94 0.00
H 12.51 9.18 16.53 0.00
H 14.57 10.03 15.84 0.00
H 14.80 10.80 13.29 0.00
H 13.84 8.55 11.50 0.00
H 14.91 7.01 9.81 0.00
H 16.08 8.07 7.74 0.00
H 15.29 10.50 7.16 0.00
H 14.33 11.87 8.92 0.00
H 11.38 14.66 8.82 0.00
H 9.94 14.92 6.76 0.00
H 7.56 14.91 6.85 0.00
H 6.42 14.45 9.02 0.00
H 7.75 14.37 11.14 0.00
H 8.26 11.95 10.39 0.00
H 6.29 10.97 11.68 0.00
H 6.26 11.20 14.08 0.00
H 8.18 12.18 15.39 0.00
H 10.17 13.00 14.09 0.00
```

2S+1: 5
Charge: -1
DFT total energy: -5242.5462 a.u.
Energy relative to the best compared isomer or geometry (same formula, charge and spin): 360.3 kJ/mol
Expectation value of S²: 6.010
Kohn-Sham gap (alpha / beta): 0.2409 / 0.2293 Ha
Molecular weight: 995.7 g mol⁻¹

(3)
Formula: C48H38Cl5IKN3O2PS2
Source: the OMol25 dataset
Level of theory: ωB97M-V with the def2-TZVPD basis set

Geometry as XYZ:
```
101
Properties=species:S:1:pos:R:3:lowdin_charge:R:1
K -0.14 0.02 0.16 0.57
S 3.41 -1.38 3.40 1.10
C 2.14 -1.08 4.53 -0.49
C 2.09 -1.40 5.88 -0.11
C 0.97 -1.03 6.60 -0.11
C -0.09 -0.38 5.98 -0.09
C -0.05 -0.06 4.63 -0.05
C 1.08 -0.40 3.89 -0.36
N 1.29 -0.13 2.57 0.07
C 2.45 -0.52 2.16 -0.48
C 3.08 -0.28 0.89 -0.29
C 4.46 0.00 0.95 -0.09
C 5.16 0.27 -0.19 -0.11
C 4.50 0.28 -1.41 -0.10
C 3.15 -0.02 -1.45 -0.21
C 2.38 -0.36 -0.33 -0.22
H 2.92 -1.91 6.34 0.10
H 0.93 -1.24 7.66 0.09
H -0.96 -0.12 6.56 0.10
H -0.86 0.47 4.16 0.07
H 4.95 0.04 1.91 0.07
H 6.22 0.49 -0.14 0.09
H 5.04 0.50 -2.32 0.09
H 2.67 -0.05 -2.43 0.04
Cl -1.39 6.64 3.34 0.63
C -1.18 5.28 2.30 -0.73
C -1.82 4.07 2.57 -0.72
Cl -2.80 3.93 3.97 0.66
C -1.65 3.00 1.72 -0.59
Cl -2.39 1.49 2.06 0.74
C -0.87 3.05 0.54 -0.52
O -0.79 2.09 -0.27 -0.36
C -0.19 4.29 0.34 -0.61
Cl 0.87 4.37 -1.01 0.72
C -0.34 5.37 1.18 -0.72
Cl 0.50 6.83 0.88 0.67
I -0.22 0.42 -3.32 1.10
C 0.37 -0.85 -4.93 -0.54
C 0.22 -0.25 -6.17 -0.19
C 0.47 -0.94 -7.35 -0.09
C 0.88 -2.24 -7.29 -0.05
C 1.09 -2.87 -6.05 -0.17
C 1.55 -4.20 -6.04 -0.05
C 1.78 -4.85 -4.86 -0.07
C 1.56 -4.18 -3.66 -0.10
C 1.11 -2.88 -3.60 -0.26
P 1.07 -2.11 -1.88 1.01
C 2.49 -3.00 -1.15 -0.37
C 3.71 -3.11 -1.82 -0.09
C 4.81 -3.63 -1.18 -0.08
C 4.72 -4.06 0.14 -0.10
C 3.52 -3.91 0.82 -0.10
C 2.43 -3.36 0.19 -0.12
C -0.31 -3.26 -1.46 -0.35
C -0.15 -4.55 -0.95 -0.12
C -1.25 -5.34 -0.67 -0.11
C -2.53 -4.87 -0.90 -0.12
C -2.70 -3.61 -1.44 -0.09
C -1.60 -2.82 -1.72 -0.11
C 0.85 -2.18 -4.81 -0.18
H -0.11 0.78 -6.21 0.07
H 0.34 -0.44 -8.30 0.10
H 1.06 -2.81 -8.19 0.10
H 1.73 -4.70 -6.98 0.10
H 2.12 -5.88 -4.85 0.10
H 1.75 -4.72 -2.74 0.09
H 3.79 -2.78 -2.85 0.11
H 5.76 -3.71 -1.69 0.10
H 5.58 -4.48 0.64 0.09
H 3.46 -4.21 1.86 0.09
H 1.51 -3.18 0.72 0.08
H 0.83 -4.96 -0.76 0.10
H -1.10 -6.34 -0.28 0.10
H -3.39 -5.49 -0.67 0.10
H -3.69 -3.23 -1.64 0.10
H -1.76 -1.84 -2.14 0.04
C -3.29 -3.14 3.44 -0.13
C -2.59 -2.85 2.12 -0.35
S -0.96 -2.04 2.36 0.93
O -0.40 -2.03 1.00 -0.67
C -0.08 -3.38 3.27 -0.33
C -0.23 -4.78 2.72 -0.11
H -4.33 -3.38 3.26 0.08
H -3.24 -2.27 4.08 0.07
H -2.83 -3.98 3.95 0.06
H -3.15 -2.12 1.53 0.09
H -2.43 -3.74 1.51 0.07
H -0.42 -3.29 4.30 0.09
H 0.96 -3.07 3.22 0.06
H -1.23 -5.17 2.88 0.06
H 0.47 -5.45 3.21 0.08
H -0.02 -4.78 1.65 0.05
N -3.27 1.42 -1.33 -0.02
C -4.45 2.06 -1.29 -0.11
C -5.38 1.22 -1.87 -0.09
C -4.64 0.08 -2.23 -0.18
N -3.37 0.22 -1.89 0.01
H -2.36 1.74 -1.00 0.08
H -4.56 3.03 -0.86 0.11
H -6.43 1.39 -2.02 0.08
H -4.98 -0.81 -2.72 0.09
```

2S+1: 1
Charge: -1
DFT total energy: -6503.0173 a.u.
Energy relative to the best compared isomer or geometry (same formula, charge and spin): 195.6 kJ/mol
Kohn-Sham gap: 0.2096 Ha
Molecular weight: 1127.2 g mol⁻¹

(4)
Formula: C48H38CuN7O2S3
Source: the OMol25 dataset
Level of theory: ωB97M-V with the def2-TZVPD basis set

Geometry as XYZ:
```
99
Properties=species:S:1:pos:R:3:lowdin_spin:R:1
Cu 0.70 -2.40 -0.48 0.72
O -2.47 -4.53 -0.98 0.01
C -1.31 -4.19 -0.96 0.00
N -0.45 -3.95 0.06 0.06
C -0.42 -4.43 1.32 0.00
O -1.26 -5.02 1.96 0.00
C 1.00 -4.27 1.87 0.00
C 1.30 -4.68 3.16 0.00
C 2.61 -4.59 3.61 0.00
C 3.58 -4.11 2.74 0.00
C 3.19 -3.72 1.47 0.00
N 1.94 -3.80 1.04 0.01
C -0.52 -4.02 -2.26 0.00
C -0.98 -4.54 -3.46 0.00
C -0.16 -4.45 -4.57 0.00
C 1.09 -3.84 -4.45 0.00
C 1.46 -3.34 -3.22 0.01
N 0.68 -3.42 -2.15 0.06
H 0.50 -5.06 3.79 0.00
H 2.87 -4.91 4.61 0.00
H 4.62 -4.05 3.04 0.00
H 3.92 -3.35 0.75 0.00
H -1.95 -5.00 -3.49 0.00
H -0.48 -4.85 -5.53 0.00
H 1.76 -3.78 -5.30 0.00
H 2.42 -2.85 -3.08 0.00
N 0.55 -1.42 1.14 0.05
S 1.02 -0.10 1.55 0.01
N -0.01 1.19 1.59 0.00
S -1.20 1.63 0.74 0.00
N -1.53 1.17 -0.68 0.00
S -0.74 0.32 -1.85 0.01
N 0.20 -0.75 -1.56 0.04
C -2.21 -0.10 -2.79 0.00
C -2.12 -1.23 -3.59 0.00
C -3.21 -1.62 -4.35 0.00
C -4.37 -0.86 -4.33 0.00
C -4.45 0.28 -3.54 0.00
C -3.37 0.66 -2.76 0.00
C 0.03 1.60 -2.87 0.00
C 1.28 1.29 -3.38 0.00
C 1.92 2.22 -4.19 0.00
C 1.31 3.43 -4.46 0.00
C 0.05 3.72 -3.95 0.00
C -0.60 2.80 -3.16 0.00
C -1.08 3.43 0.69 0.00
C -1.93 4.12 -0.15 0.00
C -1.81 5.50 -0.23 0.00
C -0.86 6.16 0.54 0.00
C -0.03 5.45 1.39 0.00
C -0.14 4.07 1.48 0.00
C -2.68 1.36 1.69 0.00
C -3.82 0.86 1.09 0.00
C -4.96 0.73 1.87 0.00
C -4.95 1.10 3.20 0.00
C -3.79 1.60 3.78 0.00
C -2.64 1.73 3.03 0.00
C 2.50 0.65 0.84 0.00
C 2.46 1.86 0.16 0.00
C 3.65 2.43 -0.27 0.00
C 4.86 1.80 -0.03 0.00
C 4.89 0.59 0.64 0.00
C 3.71 0.01 1.08 0.00
C 1.44 -0.07 3.29 0.01
C 2.10 1.01 3.85 0.00
C 2.39 0.99 5.20 0.00
C 2.02 -0.11 5.97 0.00
C 1.36 -1.19 5.39 0.00
C 1.07 -1.17 4.04 0.00
H -1.19 -1.79 -3.58 0.00
H -3.15 -2.51 -4.95 0.00
H -5.22 -1.16 -4.93 0.00
H -5.35 0.87 -3.53 0.00
H -3.43 1.53 -2.11 0.00
H 1.72 0.34 -3.13 0.00
H 2.90 1.99 -4.59 0.00
H 1.82 4.16 -5.09 0.00
H -0.42 4.67 -4.18 0.00
H -1.59 3.00 -2.76 0.00
H -2.67 3.59 -0.73 0.00
H -2.46 6.06 -0.89 0.00
H -0.76 7.23 0.46 0.00
H 0.71 5.97 1.99 0.00
H 0.50 3.48 2.13 0.00
H -3.80 0.56 0.05 0.00
H -5.86 0.32 1.42 0.00
H -5.84 1.00 3.80 0.00
H -3.77 1.88 4.83 0.00
H -1.71 2.10 3.46 0.00
H 1.52 2.35 -0.02 0.00
H 3.62 3.38 -0.79 0.00
H 5.78 2.27 -0.35 0.00
H 5.83 0.10 0.84 0.00
H 3.72 -0.94 1.62 0.00
H 2.38 1.85 3.23 0.00
H 2.90 1.83 5.66 0.00
H 2.26 -0.13 7.03 0.00
H 1.08 -2.04 6.00 0.00
H 0.55 -1.99 3.55 0.00
```

2S+1: 2
Charge: +1
DFT total energy: -5220.3163 a.u.
Expectation value of S²: 0.753
Kohn-Sham gap (alpha / beta): 0.3044 / 0.2994 Ha
Molecular weight: 904.6 g mol⁻¹